[1]
{"formula": "C4H12N2S", "method": "the ωB97M-V functional and the def2-TZVPD basis", "total_charge": 0, "gap_ev": 9.71, "total_energy_ha": -667.263338, "smiles": "NC[C@@H](N)CCS", "elements": ["N", "C", "C", "C", "S", "C", "N", "H", "H", "H", "H", "H", "H", "H", "H", "H", "H", "H", "H"], "xyz": [[-1.92424, -0.57871, -0.41074], [-0.56323, -0.15919, -0.50816], [-0.19971, 0.82139, 0.64810], [0.80036, 1.91742, 0.33416], [1.17474, 2.78768, 1.96900], [0.45711, -1.27527, -0.35942], [0.54939, -2.26999, -1.42734], [-2.12414, -1.52361, -0.68529], [-2.48490, -0.21046, 0.33444], [-0.31118, 0.45748, -1.38650], [-1.05173, 1.24708, 1.17653], [0.11699, 0.22000, 1.50785], [1.71655, 1.49544, -0.09540], [0.50468, 2.72274, -0.32162], [0.29224, 2.07460, 2.71030], [1.46050, -0.86503, -0.23857], [0.21935, -1.79929, 0.57177], [0.16018, -2.04904, -2.32711], [1.20706, -3.01323, -1.49200]]}

[2]
{"formula": "C4H12N2S", "method": "the ωB97M-V functional and the def2-TZVPD basis", "total_charge": 0, "gap_ev": 9.72, "total_energy_ha": -667.278193, "smiles": "C[C@H](CS)NCN", "elements": ["C", "C", "C", "S", "N", "C", "N", "H", "H", "H", "H", "H", "H", "H", "H", "H", "H", "H", "H"], "xyz": [[-0.53053, 0.34532, -1.87192], [-0.11432, 0.48418, -0.39624], [0.96289, 1.53783, -0.16362], [0.32120, 3.22276, -0.66594], [0.34739, -0.81106, 0.12694], [-0.37946, -1.26831, 1.31635], [0.05130, -2.57215, 1.81914], [0.31472, 0.23480, -2.54178], [-1.14443, -0.55810, -1.93137], [-1.23146, 1.15000, -2.05908], [-0.92848, 0.90043, 0.20307], [1.17874, 1.70453, 0.88872], [1.90364, 1.32879, -0.67023], [-0.42934, 3.29736, 0.42336], [0.38353, -1.50975, -0.59721], [-0.19873, -0.49979, 2.06768], [-1.45609, -1.30865, 1.12591], [-0.09787, -3.18017, 1.01633], [1.04729, -2.49799, 1.90990]]}

[3]
{"formula": "C4H12N2S", "method": "the ωB97M-V functional and the def2-TZVPD basis", "total_charge": 0, "gap_ev": 6.83, "total_energy_ha": -667.162752, "elements": ["C", "C", "S", "N", "H", "H", "H", "H", "H", "H", "C", "C", "N", "H", "H", "H", "H", "H", "H"], "xyz": [[1.99689, -1.32430, 2.25339], [0.57130, -0.84518, 1.85327], [0.35398, -0.78633, 0.02878], [3.08112, -0.51582, 1.64511], [2.18127, -2.35624, 1.92872], [2.03348, -1.12753, 3.34300], [0.42801, 0.17860, 2.24164], [-0.16740, -1.56827, 2.27374], [2.94360, 0.44353, 1.96043], [2.86090, -0.48948, 0.64809], [-2.27373, 0.99085, -2.06369], [-3.38276, 1.74553, -2.12233], [-0.96192, 1.44368, -2.06300], [-2.35803, -0.10862, -2.08533], [-4.37612, 1.28089, -2.04259], [-3.29474, 2.81018, -2.18251], [-0.82825, 2.40497, -1.76926], [-1.23454, 0.45618, 0.35033], [-0.42587, 0.81840, -1.43939]]}

[4]
{"formula": "C4H12N3", "method": "the ωB97M-V functional and the def2-TZVPD basis", "total_charge": 0, "gap_ev": [3.67, 8.92], "total_energy_ha": -323.726236, "spin_multiplicity": 2, "elements": ["N", "C", "N", "H", "H", "H", "H", "C", "C", "C", "N", "H", "H", "H", "H", "H", "H", "H", "H"], "xyz": [[-0.79656, -2.71578, 0.43126], [-1.82854, -2.12783, -0.19003], [-1.83835, -0.90965, -0.60618], [-0.93957, -3.56703, 0.93107], [0.02217, -2.17254, 0.66699], [-2.73683, -2.73766, -0.11188], [-2.57051, -0.86761, -1.31389], [2.27923, 1.16910, -0.32552], [0.85539, 1.22604, 0.16805], [0.50915, 1.21894, 1.48017], [-0.22227, 1.35731, -0.82127], [2.83909, 1.89458, 0.28300], [2.72100, 0.18483, -0.19064], [2.35245, 1.49620, -1.36262], [-0.50631, 1.28787, 1.83824], [1.33755, 1.13426, 2.17306], [0.12251, 1.40755, -1.78257], [-0.79256, 2.22302, -0.55630], [-0.80704, 0.49838, -0.71093]]}

[5]
{"formula": "C4H12N3", "method": "the ωB97M-V functional and the def2-TZVPD basis", "total_charge": 1, "gap_ev": 9.83, "total_energy_ha": -323.528822, "smiles": "C[C@@H]1C[C@]1([NH3+])NN", "elements": ["C", "C", "C", "C", "N", "N", "N", "H", "H", "H", "H", "H", "H", "H", "H", "H", "H", "H", "H"], "xyz": [[0.85995, -0.97311, -1.06898], [1.37380, -0.31092, 0.18134], [-0.12831, -0.42177, -0.08142], [2.02951, 1.05736, 0.26153], [-2.36821, 0.75563, -0.26886], [-0.91199, 0.83897, -0.08697], [-1.03329, -1.26293, 0.77992], [0.97380, -0.52574, -2.02774], [0.71168, -2.01587, -1.04108], [1.78673, -0.90829, 0.95225], [3.17265, 1.06216, 0.14837], [1.67871, 1.47277, 1.24110], [1.61077, 1.74051, -0.60362], [-2.90693, 1.38206, 0.28089], [-2.66716, 0.76901, -1.23525], [-0.47209, 1.70839, -0.40840], [-0.51104, -1.92386, 1.26516], [-1.62521, -1.80214, 0.20427], [-1.57339, -0.64224, 1.50750]]}

[6]
{"formula": "C4H12N3", "method": "the ωB97M-V functional and the def2-TZVPD basis", "total_charge": 1, "gap_ev": 9.96, "total_energy_ha": -323.576726, "smiles": "CNC(N)=[N+](C)C", "elements": ["C", "C", "C", "C", "N", "N", "N", "H", "H", "H", "H", "H", "H", "H", "H", "H", "H", "H", "H"], "xyz": [[-0.44341, -0.30105, 0.08569], [-2.74664, 0.28349, -0.02599], [1.44872, 1.43997, 0.08196], [2.06889, -0.76321, -0.33737], [-0.58585, -1.60928, 0.14297], [-1.34692, 0.64508, -0.20245], [0.96730, 0.19625, -0.33030], [-3.20849, 0.72688, 0.80920], [-3.21901, 0.42088, -0.97556], [-2.85165, -0.77909, 0.28228], [1.00027, 2.42412, -0.21369], [2.51202, 1.46676, -0.22484], [1.58986, 1.57534, 1.16804], [2.85964, -0.56013, -1.08514], [1.83469, -1.78234, -0.51462], [2.67962, -0.79208, 0.68424], [-1.55770, -1.86090, 0.41384], [0.18283, -2.37902, 0.32574], [-1.18416, 1.64832, -0.08398]]}

[7]
{"formula": "C4H12N3", "method": "the ωB97M-V functional and the def2-TZVPD basis", "total_charge": 1, "gap_ev": 9.25, "total_energy_ha": -323.557997, "elements": ["C", "C", "N", "N", "H", "H", "H", "H", "H", "H", "H", "C", "C", "N", "H", "H", "H", "H", "H"], "xyz": [[0.07519, -1.85627, 0.61828], [1.04584, -1.88375, -0.32333], [0.71773, -2.55685, -1.59644], [-0.15022, -0.85442, 1.49718], [-0.61153, -2.70304, 0.71196], [2.03235, -1.44923, -0.28983], [1.21611, -3.44242, -1.75452], [-0.27486, -2.80103, -1.60400], [0.86963, -1.96250, -2.41379], [-0.12110, 0.11551, 1.20554], [-0.93161, -1.04119, 2.10560], [-1.42656, 2.23655, 0.08300], [0.76377, 2.88095, 0.39578], [0.00943, 1.93777, 0.01143], [-1.81141, 2.19332, -0.94529], [-1.67943, 3.21243, 0.50043], [-1.93053, 1.44025, 0.63387], [1.83474, 2.77146, 0.25528], [0.37245, 3.76248, 0.90882]]}

[8]
{"formula": "C4H12N3", "method": "the ωB97M-V functional and the def2-TZVPD basis", "total_charge": 1, "gap_ev": 8.56, "total_energy_ha": -323.543261, "elements": ["C", "C", "N", "H", "H", "H", "H", "H", "H", "C", "C", "N", "N", "H", "H", "H", "H", "H", "H"], "xyz": [[1.82587, 0.81623, -0.78766], [2.67192, 1.80099, -1.00645], [0.61844, 1.00028, 0.02430], [1.99591, -0.19953, -1.11200], [3.59214, 1.54418, -1.51064], [2.55573, 2.78086, -0.56368], [0.44208, 0.22295, 0.73346], [0.72323, 1.89992, 0.49474], [-0.24889, 1.01543, -0.54409], [-2.21823, -0.82557, 0.26318], [-1.34455, -1.69029, 0.85076], [-0.10656, -1.26336, 1.51280], [-1.88562, 0.00663, -0.83574], [-3.27501, -0.83640, 0.52743], [-1.58232, -2.74640, 0.94588], [0.58493, -1.98533, 1.30544], [-0.25852, -1.35660, 2.51176], [-2.71336, 0.35725, -1.29489], [-1.37718, -0.54123, -1.51460]]}

[9]
{"formula": "C4H12N3", "method": "the ωB97M-V functional and the def2-TZVPD basis", "total_charge": 1, "gap_ev": 9.50, "total_energy_ha": -323.540116, "smiles": "C[C@@]1(N)C[C@@]1(N)[NH3+]", "elements": ["C", "C", "C", "C", "N", "N", "N", "H", "H", "H", "H", "H", "H", "H", "H", "H", "H", "H", "H"], "xyz": [[-0.16579, 0.17955, -1.47509], [0.85146, 0.24117, -0.09725], [-0.64686, 0.26193, -0.06889], [1.61847, -0.98649, 0.34647], [1.46825, 1.43311, 0.20498], [-1.28568, 1.36309, 0.35045], [-1.54020, -1.18098, 0.25687], [-0.37972, 1.00963, -2.23620], [-0.09394, -0.83876, -1.89628], [2.16940, -0.70063, 1.34789], [2.46822, -1.40555, -0.30258], [0.81570, -1.80718, 0.33532], [1.48605, 2.22137, -0.36616], [1.60319, 1.66472, 1.21564], [-2.30147, 1.42328, 0.26564], [-0.91575, 1.83173, 1.20321], [-1.79108, -1.61608, 1.18869], [-0.94449, -1.97762, -0.02284], [-2.41575, -1.11630, -0.24986]]}

[10]
{"formula": "C4H12N3", "method": "the ωB97M-V functional and the def2-TZVPD basis", "total_charge": 1, "gap_ev": [5.82, 6.54], "total_energy_ha": -323.327460, "spin_multiplicity": 3, "elements": ["C", "C", "C", "C", "N", "N", "N", "H", "H", "H", "H", "H", "H", "H", "H", "H", "H", "H", "H"], "xyz": [[-0.30932, 0.80760, -1.22643], [0.79751, -0.26448, -1.39049], [-0.07281, 1.11354, 0.35156], [-1.35667, 0.78664, 1.09270], [0.57277, -1.10979, 1.11111], [0.97021, -0.01010, 0.39332], [0.47098, -1.58533, -1.59844], [-0.02726, 1.67155, -1.97416], [-1.24358, 0.45645, -1.28060], [1.72798, 0.04566, -1.58972], [0.39412, 1.96271, 0.53891], [-1.12497, 0.35534, 2.07952], [-1.99069, 0.14675, 0.59516], [-1.87926, 1.78102, 1.45152], [0.28603, -1.03189, 2.09230], [1.92106, 0.38029, 0.76686], [-0.49004, -1.69660, -1.92320], [1.07502, -2.26907, -1.94579], [1.18432, -1.87823, 0.99332]]}

[11]
{"formula": "C4H12N3O", "method": "the ωB97M-V functional and the def2-TZVPD basis", "total_charge": 1, "gap_ev": 9.12, "total_energy_ha": -398.873301, "elements": ["C", "C", "C", "C", "N", "N", "N", "O", "H", "H", "H", "H", "H", "H", "H", "H", "H", "H", "H", "H"], "xyz": [[-0.55297, 0.58837, -2.31791], [-0.07089, -1.08475, 3.12084], [1.85967, -0.71066, 1.55051], [0.62811, -0.42306, 1.97270], [-0.02312, 1.08144, -3.41243], [-0.63123, -0.69481, -2.09403], [-0.97386, 1.46749, -1.38151], [-0.17124, 0.61092, 1.33141], [-0.86421, -1.67916, 2.66710], [0.60228, -1.64178, 3.67437], [-0.50813, -0.26247, 3.65333], [-1.15417, 1.03533, -0.51444], [2.49877, -0.19477, 0.95288], [2.16437, -1.61499, 2.00619], [-0.01966, 0.48102, -4.15009], [-0.11151, 2.10739, -3.52912], [-0.24066, -1.20342, -2.90167], [-0.96068, -1.09754, -1.23825], [-0.60375, 2.38985, -1.32563], [-0.86712, 0.84562, 1.93574]]}

[12]
{"formula": "C4H12N3O", "method": "the ωB97M-V functional and the def2-TZVPD basis", "total_charge": 1, "gap_ev": 9.98, "total_energy_ha": -398.885515, "elements": ["C", "N", "C", "O", "H", "H", "H", "H", "H", "C", "N", "C", "N", "H", "H", "H", "H", "H", "H", "H"], "xyz": [[-0.55157, 1.48684, 0.82954], [0.54000, 1.53120, 0.00968], [1.91210, 1.65842, 0.51695], [-0.50717, 0.98533, 1.92752], [-1.46663, 1.90381, 0.38536], [0.38315, 2.00140, -0.86963], [1.89750, 2.21488, 1.45195], [2.52287, 2.16929, -0.21866], [2.33298, 0.67295, 0.71667], [-1.38036, -0.81154, -2.22713], [0.59060, -2.03692, 0.63353], [0.25459, -1.53367, -0.54745], [-0.98278, -1.39192, -0.93651], [-2.37249, -1.17373, -2.47191], [-0.67216, -1.14452, -2.98020], [-1.37920, 0.27396, -2.15979], [-0.15446, -2.18693, 1.31714], [1.44537, -1.68348, 1.04421], [1.02542, -1.33135, -1.28018], [-1.66944, -1.34765, -0.18656]]}

[13]
{"formula": "C4H12N3O2P", "method": "the ωB97M-V functional and the def2-TZVPD basis", "total_charge": 0, "gap_ev": [9.31, 7.74], "total_energy_ha": -815.613681, "elements": ["C", "C", "C", "C", "N", "N", "N", "O", "O", "P", "H", "H", "H", "H", "H", "H", "H", "H", "H", "H", "H", "H"], "xyz": [[3.12807, -0.52138, -0.32128], [2.24425, -1.62788, -0.05334], [-2.02317, -0.98594, -1.03050], [-2.52412, 0.76603, 0.67317], [0.57072, 1.25750, -0.50908], [0.40264, 2.38181, 0.17457], [-1.56691, -0.30282, 0.22022], [0.48255, 0.12085, 1.86579], [0.80620, -1.26241, -0.22158], [0.05558, -0.06199, 0.47783], [3.96414, -0.29818, 0.25786], [3.22817, -0.03470, -1.20509], [2.40372, -2.41417, -0.78473], [2.27838, -1.98257, 0.92853], [-2.88215, -1.49295, -0.77844], [-2.05189, -0.16578, -1.87521], [-1.38366, -1.85764, -1.24770], [-2.63722, 1.64298, -0.11486], [-3.48559, 0.27913, 0.75259], [-2.16003, 1.14548, 1.64247], [0.31008, 2.09831, 1.20230], [0.84022, 3.31631, -0.05354]]}